(1)
ORCA calculation (ωB97M-V with the def2-TZVPD basis set) on a molecular structure, F4FeH30O19P2.

As for the maximum force: 10.6 eV Å⁻¹. Its molar mass is 528.01 Da. The multiplicity is 6. For the energy, the calculation gives -103209.7683 eV. Its total charge is +1.

Cartesian coordinates (Å):
Fe: 22.109 2.125 12.408
O: 22.549 0.804 13.637
P: 21.350 -0.273 14.216
O: 21.126 0.662 12.972
F: 21.709 0.441 15.584
F: 22.683 -1.123 14.190
O: 23.703 2.956 12.305
P: 23.943 4.372 11.399
O: 22.578 3.717 11.537
F: 25.088 3.452 10.869
F: 24.617 4.633 12.782
O: 20.707 -2.563 15.753
H: 20.041 -3.246 15.670
H: 20.842 -2.617 16.688
O: 18.590 -1.025 14.464
H: 18.361 -1.823 15.005
H: 17.834 -1.112 13.945
O: 21.660 3.237 14.244
H: 21.934 4.168 14.268
H: 21.540 3.081 15.200
O: 23.750 -3.162 12.268
H: 23.514 -3.618 13.088
H: 24.049 -3.864 11.680
O: 22.654 -4.368 14.624
H: 22.232 -3.794 15.252
H: 22.580 -5.248 14.961
O: 23.529 -0.965 17.587
H: 23.774 -0.044 17.545
H: 23.751 -1.312 16.739
O: 19.085 1.443 15.818
H: 18.581 0.645 15.994
H: 19.515 1.723 16.631
O: 24.536 -0.520 12.320
H: 23.981 -0.395 13.040
H: 24.977 -1.315 12.630
O: 24.062 1.646 15.382
H: 23.450 1.630 16.120
H: 23.529 1.165 14.720
O: 24.624 -2.494 15.476
H: 24.017 -2.092 14.839
H: 25.333 -1.855 15.513
O: 22.610 1.014 10.762
H: 22.092 1.127 9.969
H: 22.389 0.091 10.984
O: 20.688 -3.069 13.061
H: 21.394 -3.552 13.414
H: 20.201 -3.596 12.413
O: 20.228 2.642 11.494
H: 19.507 2.234 12.000
H: 19.800 2.854 10.669
O: 21.673 -1.495 10.797
H: 22.106 -2.088 11.425
H: 20.769 -1.296 11.016
O: 20.935 0.876 18.451
H: 20.217 1.506 18.554
H: 20.511 0.082 18.120

These are the Löwdin partial charges, in e, on atoms 1 to 4: Fe 0.97; O -0.33; P 0.71; O -0.24



(2)
ORCA calculation (ωB97M-V with the def2-TZVPD basis set) on 2 unconnected molecules or ions with the total composition CH5N2S.

As for the maximum force: 1.2 eV Å⁻¹. Its molar mass is 77.13 Da. For the energy, the calculation gives -14934.3514 eV. Its total charge is -1.

Cartesian coordinates (Å):
S: 1.154 -1.577 -1.832
H: -0.125 -1.597 -2.266
N: 0.741 0.468 0.912
C: -0.401 0.947 0.282
N: -1.572 0.484 0.417
H: 1.522 0.147 0.347
H: 0.532 -0.331 1.517
H: -0.249 1.849 -0.305
H: -1.602 -0.392 0.928

These are the Löwdin partial charges, in e, on atoms 1 to 4: S -0.33; H -0.47; N 0.01; C -0.43



(3)
ORCA calculation (ωB97M-V with the def2-TZVPD basis set) on a molecular structure, C25H28F5FeO2S.

As for the maximum force: 3.1 eV Å⁻¹. Its molar mass is 543.40 Da. The multiplicity is 5. For the energy, the calculation gives -89280.1663 eV. Its total charge is -1.

Cartesian coordinates (Å):
O: -0.062 1.910 -3.128
C: 0.773 2.891 -3.797
C: -0.311 3.961 -3.771
H: 1.096 2.657 -4.815
H: 1.651 3.048 -3.147
C: -1.114 2.904 -2.975
H: -0.760 4.193 -4.753
H: -0.029 4.865 -3.221
C: -2.363 2.404 -3.678
H: -2.075 1.996 -4.641
H: -3.104 3.195 -3.849
H: -2.806 1.553 -3.151
C: -1.363 3.247 -1.519
H: -0.407 3.403 -0.985
H: -1.919 2.431 -1.062
H: -2.022 4.121 -1.474
Fe: 0.235 -0.068 1.762
C: 1.019 1.751 2.940
C: 2.095 0.828 2.748
C: 2.260 0.624 1.331
H: 2.777 0.496 3.503
C: 1.275 1.413 0.650
C: 0.509 2.109 1.647
H: -0.227 2.861 1.446
H: 0.744 2.198 3.882
H: 3.060 0.087 0.859
H: 1.228 1.579 -0.411
C: -1.545 -0.688 2.959
C: -1.726 0.607 2.396
C: -1.623 0.480 0.963
H: -1.993 1.495 2.967
C: -1.353 -0.891 0.641
C: -1.337 -1.620 1.880
H: -1.316 -2.704 1.971
H: -1.617 -0.940 4.014
H: -1.857 1.248 0.234
H: -1.296 -1.309 -0.365
O: -0.037 -0.813 -2.827
C: -0.446 -0.657 -4.252
C: 0.374 -1.557 -5.200
H: -0.217 0.381 -4.526
H: -1.540 -0.800 -4.318
C: 1.218 -2.413 -4.232
H: 1.046 -0.908 -5.776
H: -0.234 -2.141 -5.899
C: 0.929 -1.874 -2.826
H: 2.274 -2.319 -4.502
H: 0.924 -3.468 -4.276
H: 1.829 -1.494 -2.337
H: 0.522 -2.656 -2.200
F: 0.409 -4.321 7.914
C: 0.504 -3.731 6.707
C: 0.682 -2.347 6.596
F: 0.689 -1.596 7.722
C: 0.896 -1.773 5.346
F: 0.981 -0.412 5.271
C: 0.985 -2.559 4.179
S: 1.364 -1.855 2.641
C: 0.750 -3.942 4.325
F: 0.701 -4.692 3.200
C: 0.522 -4.527 5.563
F: 0.379 -5.865 5.656

These are the Löwdin partial charges, in e, on atoms 1 to 4: O -0.13; C -0.16; C -0.08; H 0.11



(4)
ORCA calculation (ωB97M-V with the def2-TZVPD basis set) on a molecular structure, BrPb.

As for the maximum force: 0.5 eV Å⁻¹. Its molar mass is 287.10 Da. For the energy, the calculation gives -75283.1537 eV. Its total charge is +1.

Cartesian coordinates (Å):
Pb: 0.304 0.962 -0.750
Br: -0.304 -0.962 0.750

Charges obtained by Löwdin population analysis, quoted in units of e: Pb 1.02; Br -0.02